No. 1
DFT (ωB97M-V/def2-TZVPD) results for a 6-piece molecular cluster, C37H86F4N3O25P6S overall in a non-equilibrium geometry.

Geometry as ORCA input:
```
! wB97M-V def2-TZVPD RIJCOSX def2/J DEFGRID3
* xyz 1 1
C -4.660 6.594 -0.872
C -3.352 5.775 -0.636
C -2.702 5.382 -1.992
C -3.515 4.218 -2.592
C -2.840 3.574 -3.816
C -1.776 2.525 -3.487
C -2.396 1.213 -2.974
C -1.312 0.152 -2.651
C -1.178 -0.121 -1.131
C 0.246 0.297 -0.695
N 0.628 -0.145 0.658
C 0.074 0.247 1.770
N 0.539 -0.338 2.921
C 1.916 0.054 3.290
C 2.147 1.456 3.892
C 3.040 2.273 2.993
F 3.623 1.666 1.939
C 3.211 3.571 3.215
F 3.502 4.450 2.275
F 3.063 4.050 4.436
C -0.444 -0.415 4.021
O 0.173 -0.548 5.269
C -1.511 0.690 4.054
C -2.610 0.242 5.059
C -2.386 0.987 6.374
O -3.215 0.463 7.396
C -2.056 0.959 2.665
F -2.959 1.971 2.646
C -2.843 -0.301 2.159
C -4.359 -0.051 2.044
O -4.699 0.648 0.861
N -0.965 1.173 1.680
P -0.457 2.835 1.536
O 0.987 2.943 0.853
O -1.468 3.480 0.474
S -0.480 3.882 3.135
H -5.488 6.109 -0.358
H -4.873 6.638 -1.940
H -4.526 7.607 -0.495
H -3.665 4.842 -0.164
H -2.643 6.313 -0.009
H -2.706 6.252 -2.653
H -1.674 5.073 -1.778
H -3.709 3.476 -1.810
H -4.480 4.653 -2.860
H -3.585 3.197 -4.518
H -2.328 4.391 -4.341
H -1.265 2.272 -4.421
H -1.073 2.956 -2.763
H -2.993 1.483 -2.095
H -3.101 0.824 -3.710
H -0.369 0.472 -3.100
H -1.629 -0.770 -3.140
H -1.862 0.587 -0.663
H -1.407 -1.150 -0.861
H 0.343 1.363 -0.876
H 0.918 -0.188 -1.404
H 1.374 -0.826 0.714
H 2.327 -0.693 3.962
H 2.514 -0.030 2.383
H 1.232 1.970 4.176
H 2.698 1.305 4.828
H -1.002 -1.348 3.873
H -0.021 -1.428 5.595
H -1.044 1.559 4.525
H -2.617 -0.838 5.213
H -3.562 0.612 4.680
H -1.330 0.969 6.666
H -2.648 2.039 6.192
H -3.037 1.001 8.172
H -2.726 -1.160 2.822
H -2.523 -0.608 1.164
H -4.784 0.388 2.944
H -4.806 -1.052 1.977
H -5.056 0.023 0.227
H 0.851 3.257 -0.057
H -2.109 2.804 0.196
C -7.837 1.357 -1.816
O -7.178 0.407 -2.657
P -6.706 0.921 -4.161
O -5.842 2.080 -3.824
O -8.223 1.376 -4.583
C -9.346 0.514 -4.374
O -6.298 0.735 -5.781
C -6.026 -0.602 -6.259
H -7.274 1.431 -0.887
H -7.916 2.339 -2.275
H -8.838 0.986 -1.591
H -10.085 1.048 -3.778
H -9.075 -0.403 -3.852
H -9.788 0.263 -5.338
H -6.898 -1.247 -6.126
H -5.169 -1.029 -5.733
H -5.793 -0.539 -7.318
C 1.718 -6.287 -4.923
O 1.783 -5.934 -3.537
P 0.673 -4.856 -2.977
O -0.611 -5.517 -3.311
O 1.071 -3.679 -4.041
C 2.443 -3.327 -4.280
O 0.101 -3.714 -1.868
C 0.833 -3.552 -0.641
H 1.612 -7.368 -4.987
H 0.891 -5.808 -5.440
H 2.655 -5.997 -5.399
H 2.639 -3.416 -5.347
H 3.138 -3.972 -3.744
H 2.606 -2.293 -3.978
H 1.863 -3.245 -0.853
H 0.834 -4.482 -0.072
H 0.343 -2.776 -0.052
C 7.808 -1.660 -1.372
O 7.528 -2.671 -0.400
P 5.972 -3.190 -0.271
O 5.667 -3.650 -1.646
O 5.356 -1.696 0.029
C 5.947 -0.806 0.979
O 4.701 -3.913 0.563
C 5.011 -4.598 1.802
H 8.576 -2.043 -2.040
H 6.931 -1.378 -1.949
H 8.197 -0.780 -0.858
H 6.163 0.137 0.476
H 6.872 -1.190 1.408
H 5.223 -0.624 1.775
H 5.453 -3.908 2.526
H 5.697 -5.426 1.618
H 4.084 -4.990 2.214
C 6.767 5.547 -3.567
O 6.392 4.482 -2.688
P 4.856 3.898 -2.816
O 4.789 3.486 -4.237
O 4.138 5.346 -2.549
C 4.558 6.196 -1.475
O 3.504 3.077 -2.229
C 3.649 2.346 -0.997
H 7.642 5.226 -4.127
H 5.973 5.822 -4.256
H 7.035 6.417 -2.965
H 4.818 7.169 -1.889
H 5.425 5.800 -0.947
H 3.733 6.322 -0.773
H 3.939 3.017 -0.184
H 4.399 1.559 -1.108
H 2.694 1.889 -0.751
C 0.648 -6.848 2.140
O 0.328 -6.207 3.377
P 1.572 -5.537 4.224
O 2.129 -4.565 3.242
O 2.448 -6.910 4.304
C 1.848 -8.160 4.677
O 2.275 -4.944 5.628
C 1.436 -4.807 6.797
H 0.062 -6.380 1.350
H 1.705 -6.787 1.892
H 0.359 -7.897 2.206
H 2.046 -8.885 3.889
H 0.770 -8.079 4.812
H 2.303 -8.512 5.602
H 1.019 -5.772 7.092
H 0.625 -4.101 6.605
H 2.048 -4.426 7.609
*
```

The HOMO-LUMO gap comes out at 8.1 eV. For the total energy, the calculation gives -6352.14240 Ha. Its highest occupied orbital energy is -11.5480 eV.

=====

No. 2
DFT (ωB97M-V/def2-TZVPD) results for a 11-piece molecular cluster, C37H88O25S7 overall in a non-equilibrium geometry.

Geometry as ORCA input:
```
! wB97M-V def2-TZVPD RIJCOSX def2/J DEFGRID3
* xyz 0 1
C -28.506 -24.534 19.818
C -28.799 -24.517 18.355
O -28.762 -25.859 17.817
S -27.390 -26.443 17.008
C -27.530 -28.119 17.722
O -27.668 -26.513 15.580
O -26.245 -25.708 17.534
H -28.492 -23.520 20.216
H -27.551 -25.020 20.022
H -29.239 -25.154 20.335
H -29.791 -24.175 18.060
H -28.112 -23.929 17.746
H -26.562 -28.391 18.143
H -27.759 -28.800 16.901
H -28.342 -28.255 18.436
C -30.376 -30.128 8.635
C -30.405 -28.811 9.436
O -29.661 -27.800 8.825
S -28.001 -27.815 9.061
C -28.082 -26.807 10.591
O -27.579 -29.204 9.246
O -27.352 -26.985 7.998
H -30.983 -30.938 9.039
H -29.371 -30.535 8.522
H -30.757 -30.093 7.614
H -31.412 -28.396 9.401
H -30.073 -28.944 10.466
H -27.106 -26.804 11.077
H -28.849 -27.208 11.253
H -28.379 -25.800 10.297
C -20.586 -22.923 10.601
C -21.361 -23.744 11.626
O -22.729 -23.585 11.416
S -23.612 -22.400 12.293
C -23.535 -23.285 13.905
O -22.833 -21.160 12.347
O -24.988 -22.465 11.809
H -19.545 -22.885 10.922
H -20.924 -21.916 10.356
H -20.680 -23.494 9.677
H -21.231 -24.814 11.464
H -21.021 -23.572 12.647
H -22.516 -23.366 14.284
H -24.010 -24.254 13.753
H -24.126 -22.728 14.633
C -29.348 -34.016 25.071
C -30.127 -33.787 23.820
O -29.312 -33.612 22.647
S -29.845 -32.597 21.446
C -31.387 -33.556 20.914
O -30.184 -31.334 22.075
O -28.835 -32.642 20.413
H -29.972 -34.542 25.793
H -29.071 -33.042 25.474
H -28.411 -34.571 25.022
H -30.902 -34.547 23.717
H -30.575 -32.806 23.984
H -31.293 -34.635 20.796
H -31.770 -33.118 19.992
H -32.151 -33.299 21.648
C -22.959 -32.243 17.488
C -22.954 -31.960 15.953
O -23.388 -30.642 15.643
S -23.103 -30.122 14.063
C -24.303 -31.167 13.011
O -23.453 -28.710 13.937
O -21.762 -30.561 13.710
H -22.217 -31.625 17.993
H -22.826 -33.320 17.591
H -23.975 -32.044 17.831
H -21.943 -32.156 15.596
H -23.549 -32.680 15.391
H -24.031 -31.151 11.956
H -25.326 -30.863 13.229
H -24.296 -32.156 13.471
C -34.226 -16.285 18.287
C -34.098 -17.198 19.522
O -32.785 -17.774 19.527
S -32.595 -19.136 20.384
C -33.471 -20.331 19.291
O -31.198 -19.508 20.457
O -33.310 -19.022 21.639
H -35.200 -15.846 18.074
H -33.932 -16.779 17.361
H -33.661 -15.356 18.374
H -34.189 -16.593 20.424
H -34.839 -17.998 19.500
H -34.467 -20.486 19.703
H -32.869 -21.237 19.354
H -33.484 -19.980 18.259
C -27.900 -22.429 25.320
C -29.095 -21.673 25.872
O -28.622 -20.352 26.239
S -29.448 -19.434 27.383
C -31.251 -19.450 26.723
O -29.515 -20.169 28.654
O -28.887 -18.089 27.353
H -28.163 -23.453 25.057
H -27.030 -22.434 25.977
H -27.545 -21.990 24.387
H -29.876 -21.661 25.112
H -29.492 -22.271 26.693
H -31.690 -20.437 26.868
H -31.383 -19.191 25.672
H -31.761 -18.685 27.309
C -33.279 -27.620 16.705
C -33.559 -28.079 18.134
C -34.054 -26.833 18.778
O -34.800 -26.142 17.773
C -34.297 -26.443 16.441
H -33.438 -28.453 16.020
H -32.253 -27.286 16.554
H -32.695 -28.502 18.646
H -34.287 -28.878 18.274
H -33.296 -26.109 19.077
H -34.590 -27.021 19.708
H -33.710 -25.557 16.199
H -35.078 -26.570 15.692
C -24.856 -21.088 19.192
C -23.320 -20.968 19.129
C -23.093 -19.491 19.474
O -24.284 -18.826 19.043
C -25.228 -19.749 18.566
H -25.163 -21.296 20.217
H -25.207 -21.918 18.578
H -23.022 -21.056 18.085
H -22.848 -21.812 19.632
H -22.252 -19.263 18.819
H -22.893 -19.332 20.533
H -25.286 -19.785 17.478
H -26.201 -19.472 18.972
C -29.859 -33.540 15.595
C -30.603 -32.270 15.744
C -30.410 -31.586 14.354
O -29.032 -31.953 14.075
C -28.544 -33.017 15.021
H -30.304 -34.194 14.845
H -29.695 -34.022 16.559
H -30.283 -31.518 16.465
H -31.669 -32.485 15.823
H -30.467 -30.498 14.329
H -31.036 -32.061 13.599
H -28.053 -32.580 15.891
H -27.978 -33.828 14.563
C -28.856 -20.885 14.437
C -30.064 -20.664 15.352
C -30.794 -19.456 14.725
O -29.718 -18.738 14.091
C -28.782 -19.610 13.534
H -29.019 -21.828 13.916
H -27.928 -20.949 15.006
H -29.649 -20.465 16.340
H -30.724 -21.531 15.372
H -31.251 -18.784 15.451
H -31.536 -19.845 14.028
H -27.785 -19.169 13.544
H -28.882 -19.876 12.482
*
```

The HOMO-LUMO gap comes out at 9.4 eV. For the total energy, the calculation gives -6130.50820 Ha. As for the SMILES: CCOS(C)(=O)=O.CCOS(C)(=O)=O.CCOS(C)(=O)=O.CCOS(C)(=O)=O.CCOS(C)(=O)=O.CCOS(C)(=O)=O.CCOS(C)(=O)=O.C1CCOC1.C1CCOC1.C1CCOC1.C1CCOC1. The calculation puts the energy relative to the best compared isomer or geometry (same formula, charge and spin) at 203.2 kJ/mol. Its highest occupied orbital energy is -9.5520 eV.